Here is a single C2H5N3OS molecule from the Open Molecules 2025 dataset. Energies are from ωB97M-V/def2-TZVPD.

The LUMO energy is 0.28 eV. Its HOMO-LUMO gap is 8.885 eV. The SMILES is N/N=C\C(=O)NS.

```
12
Properties=species:S:1:pos:R:3:forces:R:3:nbo_charge:R:1
C 0.49291 0.43248 1.11642 3.59 -1.54 -0.18 -0.181
C -0.47938 1.11763 0.15676 1.95 2.75 0.21 0.603
H 0.61002 -0.56798 -1.23690 4.61 -0.89 1.69 0.361
H 2.63669 -1.13166 -1.08228 -3.88 1.38 2.37 0.440
H 0.53950 0.76463 2.24216 -0.07 -0.81 -2.58 0.243
H -2.23003 0.86653 -0.61099 2.50 -1.04 -1.17 0.421
H -1.07184 -1.89774 -0.42491 -1.27 0.53 1.47 0.121
N 1.64120 -0.80208 -0.58764 -2.62 0.34 -2.95 -0.676
N 1.51214 -0.39504 0.69230 -1.80 2.59 1.00 -0.174
N -1.30076 0.27465 -0.53993 -3.86 3.05 -0.52 -0.803
O -0.51320 2.32531 -0.09759 0.30 -1.98 1.06 -0.550
S -1.83726 -0.98673 0.37261 0.57 -4.37 -0.39 0.196
```
Forces are in eV/Å.

Here is a 2-piece molecular cluster, CH7N2P3 overall from the Open Molecules 2025 dataset. Energies are from ωB97M-V/def2-TZVPD.

The LUMO energy (alpha / beta) is -0.74 / -1.15 eV. Its HOMO-LUMO gap (alpha / beta) is 7.780 / 5.923 eV.

```
13
Properties=species:S:1:pos:R:3:forces:R:3:nbo_charge:R:1
C -1.86481 0.09342 -0.83021 1.88 2.77 -2.71 -0.424
N 3.27145 -1.14223 -0.73841 -0.51 -0.40 -0.20 -0.833
N -0.74724 0.28888 0.08555 -1.86 -2.65 0.65 -1.026
P 2.64469 0.20235 -0.42806 1.72 1.03 0.81 0.737
P -0.78951 -0.83362 1.48563 1.63 0.33 -1.41 0.518
P 0.14099 1.64527 0.07787 1.01 0.56 0.92 0.578
H -2.43198 -0.76353 -0.71495 -0.95 -1.71 0.78 0.211
H -2.47332 0.99848 -0.71708 -0.40 -0.43 -0.49 0.201
H -1.46381 0.03190 -1.91854 -0.69 0.27 1.59 0.205
H 3.88069 0.97283 0.16002 -1.49 -0.34 -0.51 -0.047
H -1.19661 -1.92796 0.62350 0.58 0.19 0.67 -0.033
H 0.71677 -1.00162 1.41815 -1.67 -0.37 0.20 -0.012
H 0.31269 1.43585 1.49653 0.74 0.77 -0.31 -0.074
```
Forces are in eV/Å.

Across the entries above, ΔE to the lowest compared entry with this formula, charge and spin takes the values 5.191; 4.028 eV, respectively.
Across the entries above, total energy takes the values -716.7500; -1175.6718 hartree, respectively.
Across the entries above, max |F| takes the values 4.99; 4.31 eV/A, respectively.